Here is 2 unconnected molecules or ions with the total composition C14H34NO5S2Si in a non-equilibrium geometry from the OMol25 dataset. Energies are from the ωB97M-V functional and the def2-TZVPD basis.

```
57
C14H34NO5S2Si, DFT the ωB97M-V functional and the def2-TZVPD basis
C 2.21448 -0.10609 -0.80168
C 3.03875 1.12223 -0.44697
O 3.32137 1.89159 -1.59951
C 2.44335 2.96927 -1.77615
C 1.10684 2.50883 -2.32576
O 1.30531 1.56443 -3.35120
C 0.14710 1.21209 -4.04729
C -0.47831 -0.02507 -3.45705
O -1.09126 0.26661 -2.19230
C -1.79030 -0.80917 -1.69024
N -2.15274 -0.41264 -0.28906
S -2.93696 -1.76169 0.56293
Si -3.07564 1.23997 -0.18024
C -4.32722 1.16604 1.19029
C -3.96969 1.52289 -1.77900
C -1.85081 2.55856 0.23844
H 2.25312 -0.84240 -0.00616
H 2.65731 -0.54109 -1.69455
H 1.17370 0.14256 -0.99890
H 2.53756 1.73237 0.30873
H 3.98654 0.80791 -0.01375
H 2.91883 3.69594 -2.42834
H 2.23209 3.44959 -0.81669
H 0.50831 3.35250 -2.68322
H 0.54682 2.05889 -1.49833
H 0.42708 0.97381 -5.07166
H -0.58482 2.02456 -4.08765
H 0.31009 -0.76255 -3.30050
H -1.21222 -0.43428 -4.15573
H -2.70619 -1.02772 -2.24217
H -1.17792 -1.70955 -1.61847
H -1.25149 -0.28473 0.18167
H -4.03883 -1.73025 -0.19501
H -3.88582 0.82962 2.12526
H -4.61538 2.20686 1.33903
H -5.20805 0.58136 0.94918
H -3.27175 1.71191 -2.59077
H -4.57196 0.66400 -2.07215
H -4.61626 2.38629 -1.65102
H -1.36539 2.33851 1.18922
H -1.08124 2.69357 -0.51499
H -2.41540 3.47996 0.36330
C 3.29513 -3.09584 3.76933
C 2.13477 -4.08016 3.97319
C 0.84976 -3.25177 4.10590
S 1.13312 -1.74364 3.16865
O 1.13240 -0.62255 4.07136
O 0.29575 -1.72956 1.98865
C 2.82376 -2.10952 2.70503
H 4.20776 -3.60251 3.46200
H 3.50301 -2.56496 4.70000
H 2.06062 -4.74200 3.10870
H 2.28534 -4.70469 4.85128
H -0.02217 -3.75295 3.69456
H 0.65768 -2.95626 5.13505
H 3.38914 -1.18079 2.67800
H 2.80094 -2.56831 1.71676
```

strongest force on any atom = 1.28 eV Å⁻¹
multiplicity = 1
DFT total energy = -56338.5841 eV
net charge = +1
molecular weight = 388.6 g mol⁻¹